{"formula": "C5H10O", "method": "the ωB97M-V functional and the def2-TZVPD basis", "species": ["C", "H", "O", "C", "H", "H", "H", "H", "H", "C", "H", "C", "H", "C", "H", "H"], "coordinates": [[-0.674, -1.268, 1.142], [0.785, 0.448, -2.178], [-1.392, -0.284, 0.334], [-0.112, 0.280, -0.196], [0.350, 1.626, 1.448], [-1.115, -1.262, 2.123], [-0.403, 2.445, 0.054], [-0.607, -0.658, -2.077], [-0.074, -2.649, 1.444], [-0.198, 0.290, -1.719], [0.754, -1.682, -0.303], [0.592, -0.922, 0.469], [-0.863, 1.092, -2.068], [0.282, 1.646, 0.357], [1.279, 1.905, -0.031], [1.397, -1.007, 1.200]], "lowdin_charge": [-0.187, 0.089, -0.064, -0.519, 0.086, 0.076, 0.084, 0.087, 0.174, -0.029, 0.106, -0.180, 0.088, -0.023, 0.093, 0.118], "fmax_ha_per_bohr": 0.0642, "e_homo_ev": -8.514, "multiplicity": 1}



{"formula": "C49H45Cl3N6O4PZn", "method": "the ωB97M-V functional and the def2-TZVPD basis", "species": ["H", "C", "H", "H", "H", "C", "H", "C", "H", "H", "C", "H", "H", "H", "C", "C", "H", "H", "H", "H", "H", "H", "H", "H", "N", "H", "H", "N", "C", "H", "H", "H", "C", "H", "Cl", "N", "H", "C", "C", "H", "H", "C", "H", "C", "H", "N", "C", "C", "C", "O", "C", "C", "O", "H", "C", "C", "C", "C", "N", "H", "C", "H", "C", "C", "H", "H", "C", "Cl", "C", "H", "C", "C", "N", "C", "H", "C", "H", "C", "H", "C", "Cl", "C", "H", "O", "C", "H", "C", "H", "H", "H", "Zn", "C", "C", "C", "C", "C", "C", "H", "C", "O", "C", "C", "C", "C", "H", "C", "P", "C", "C"], "coordinates": [[0.813, -5.507, -7.244], [-0.576, -4.139, -6.362], [3.252, -2.963, -3.862], [2.549, -1.733, 0.322], [-3.539, 3.360, -0.611], [-3.671, 3.205, -1.674], [3.267, -5.406, -3.496], [-3.525, 1.925, -2.193], [0.124, 5.743, 0.639], [3.605, 3.528, -0.538], [2.586, 1.073, 0.097], [-3.555, 0.744, -3.974], [2.533, -5.112, -5.544], [-4.452, 4.890, -4.499], [1.590, -4.590, -5.466], [0.614, 0.533, 3.011], [-5.504, -0.185, -2.253], [-0.041, -2.319, -3.586], [3.904, -3.937, 0.465], [-2.425, 2.099, 1.112], [1.252, 1.067, 4.991], [7.172, -3.838, -0.904], [2.427, 5.730, -0.330], [-0.896, 3.570, 1.292], [0.695, 2.445, 0.701], [-1.594, -1.795, -1.935], [-5.347, -0.768, -0.030], [-0.256, -0.076, 2.245], [2.412, -3.451, -3.364], [-1.758, -2.708, -5.293], [-4.173, 2.626, -5.445], [1.412, 1.058, 2.509], [3.885, -4.776, -1.553], [5.916, -4.129, 0.285], [-2.692, -1.818, 6.420], [-1.290, 0.840, -1.151], [6.765, -3.738, -3.233], [0.630, -4.815, -6.436], [-0.820, -3.238, -5.341], [-4.088, 5.263, -2.090], [4.237, -2.030, -2.283], [5.796, -4.225, -3.152], [-3.613, 2.453, 3.279], [2.599, 3.600, -0.157], [-4.768, -4.192, -3.550], [0.810, -4.309, -0.489], [-1.263, -0.765, 2.794], [-2.627, -1.944, -2.219], [-4.031, 2.790, -4.385], [4.248, -6.150, -1.388], [-3.836, 0.701, 0.379], [-3.350, 1.583, 1.336], [1.812, 0.158, -0.291], [5.927, -1.918, -1.827], [1.788, -2.438, 0.065], [-4.004, 1.764, 2.540], [-5.161, 1.050, 2.806], [-0.512, -0.144, 5.004], [1.990, -3.730, -0.218], [5.955, -5.291, -3.304], [4.988, -2.427, -1.613], [4.595, -6.482, -2.222], [0.149, -3.030, -4.375], [-3.504, -0.901, -1.980], [-4.082, -2.990, 4.249], [-5.681, 1.186, 3.746], [-4.182, 4.060, -3.857], [-1.789, -4.427, -7.568], [3.213, -4.469, -0.184], [-2.388, -3.952, -2.944], [5.194, -3.937, -1.767], [1.933, 2.441, 0.223], [0.509, -2.157, -0.040], [-3.686, 1.734, -3.561], [-6.529, -0.428, 2.084], [-3.071, -3.128, -2.782], [-6.321, -2.315, -3.215], [-2.161, -1.432, 1.872], [4.702, -2.158, -0.602], [0.666, 4.818, 0.504], [-4.198, -3.140, 1.457], [-2.474, -1.652, 4.705], [5.169, -3.849, -3.954], [-2.015, -1.316, 0.629], [1.360, -3.708, -4.414], [1.964, -5.264, -2.328], [2.858, -4.764, -2.712], [6.424, -5.436, -0.774], [-0.626, -0.152, 6.078], [2.013, -2.763, -2.620], [-0.209, -0.034, 0.099], [-3.308, -2.346, 3.858], [-3.150, -2.228, 2.489], [6.239, -4.366, -0.724], [-1.432, -0.855, 4.206], [-3.993, 4.266, -2.500], [-4.978, -0.033, 0.668], [3.005, -5.449, 0.256], [0.091, 3.607, 0.854], [3.781, 0.955, 0.360], [-4.831, -1.024, -2.375], [-0.057, -3.334, -0.375], [-5.638, 0.148, 1.871], [1.945, 4.811, -0.028], [-1.110, -3.462, -0.512], [-5.282, -2.207, -2.932], [-2.800, 0.588, -1.155], [-4.407, -3.264, -3.124], [0.516, 0.534, 4.408]], "lowdin_charge": [0.099, -0.676, 0.106, 0.121, 0.092, -0.080, 0.106, -0.261, 0.096, 0.113, -0.639, 0.100, 0.109, 0.092, -0.038, -0.108, 0.112, 0.110, 0.121, 0.071, 0.102, 0.085, 0.100, 0.095, 0.097, 0.063, 0.077, 0.093, -0.131, 0.102, 0.096, 0.098, -0.412, 0.079, 0.646, -0.293, 0.086, -0.110, -0.101, 0.094, 0.074, -0.038, 0.100, -0.004, 0.098, 0.125, -0.129, -0.101, -0.097, -0.033, -0.263, -0.115, -0.102, 0.093, -0.108, -0.082, -0.096, -0.028, -0.109, 0.081, -0.022, 0.088, -0.016, -0.282, 0.100, 0.096, -0.111, 0.646, -0.039, 0.101, -0.507, -0.191, 0.079, -0.090, 0.102, -0.095, 0.098, -0.414, 0.077, -0.066, 0.706, -0.634, 0.074, -0.157, -0.209, 0.117, -0.104, 0.082, 0.084, 0.107, 0.580, -0.142, -0.583, -0.045, -0.180, -0.098, -0.103, 0.144, -0.129, 0.016, -0.114, -0.174, -0.094, -0.072, 0.103, -0.088, 0.717, -0.092, -0.042], "fmax_ha_per_bohr": 0.0225, "charge": -1, "e_homo_ev": -4.586, "multiplicity": 1}



{"formula": "C9H12FIN3", "method": "the ωB97M-V functional and the def2-TZVPD basis", "species": ["C", "C", "N", "C", "N", "H", "H", "H", "C", "H", "C", "H", "H", "C", "C", "C", "H", "H", "H", "H", "H", "I", "C", "H", "F", "N"], "coordinates": [[1.575, -1.076, -0.520], [-2.229, 1.312, 2.731], [1.843, -0.547, -3.840], [-0.005, 1.033, 1.109], [-0.615, -0.670, -1.405], [0.117, -2.170, 0.527], [2.460, -1.313, -3.679], [2.626, -0.900, -0.812], [-1.038, 1.963, 3.145], [-1.084, -1.261, -2.165], [0.020, 1.801, 2.264], [0.828, 1.007, 0.424], [2.255, 0.227, -3.502], [-2.317, 0.483, 1.647], [1.186, -2.062, 0.366], [-1.480, -0.281, -0.514], [-2.997, 1.540, 3.336], [1.494, -0.314, -4.769], [1.021, -0.716, -2.520], [-3.272, -0.032, 1.395], [-0.946, 2.757, 3.877], [2.422, -2.445, 1.944], [-1.250, 0.345, 0.734], [-2.502, -0.401, -0.740], [1.169, 2.383, 2.518], [0.719, -0.663, -1.549]], "lowdin_charge": [-0.275, -0.031, 0.084, 0.094, 0.060, 0.029, 0.065, 0.120, 0.077, 0.225, -0.285, 0.106, 0.008, -0.019, -0.664, 0.004, 0.079, 0.086, 0.022, 0.138, 0.139, 0.890, -0.172, 0.138, 0.109, -0.029], "fmax_ha_per_bohr": 0.0801, "charge": 1, "e_homo_ev": -11.541, "multiplicity": 1}



{"formula": "C5H10Br2NO4Rh", "method": "the ωB97M-V functional and the def2-TZVPD basis", "species": ["Br", "N", "C", "O", "H", "H", "C", "Rh", "Br", "O", "H", "C", "H", "O", "O", "H", "H", "H", "H", "H", "C", "H", "C"], "coordinates": [[-1.277, -2.805, 0.185], [1.290, 0.290, 2.247], [0.824, 0.316, -2.382], [0.187, -0.398, 2.341], [0.007, 0.040, -3.044], [2.061, 0.317, -4.143], [2.399, -1.400, -1.617], [0.279, -0.859, 0.369], [-1.962, 0.158, -0.118], [1.033, -0.842, -1.477], [3.847, 0.192, -1.750], [-2.792, -1.597, 0.003], [2.283, -2.362, -2.115], [1.748, 0.229, 0.972], [1.819, 0.863, 3.098], [3.807, -0.877, -3.140], [-3.404, -1.646, 0.896], [2.447, 1.585, -2.996], [0.515, 1.159, -1.763], [-3.318, -1.813, -0.919], [2.152, 0.543, -3.084], [2.788, -1.584, -0.613], [3.187, -0.373, -2.403]], "lowdin_charge": [0.904, -0.419, -0.126, -0.090, 0.133, 0.131, -0.114, 0.887, 0.967, -0.375, 0.129, -0.775, 0.142, -0.095, 0.324, 0.135, 0.051, 0.131, 0.108, 0.049, -0.108, 0.120, -0.109], "fmax_ha_per_bohr": 0.0180, "charge": 2, "e_homo_ev": [-18.355, -18.385], "multiplicity": 1}



{"formula": "C16H52ClN8O20", "method": "the ωB97M-V functional and the def2-TZVPD basis", "species": ["H", "H", "H", "H", "N", "C", "N", "O", "H", "O", "H", "C", "H", "O", "O", "N", "H", "N", "H", "H", "N", "C", "H", "C", "H", "H", "O", "H", "H", "H", "H", "H", "H", "O", "H", "C", "Cl", "C", "H", "C", "O", "O", "C", "H", "H", "H", "O", "C", "H", "O", "N", "C", "H", "H", "O", "H", "H", "H", "O", "O", "C", "H", "C", "H", "H", "H", "C", "H", "O", "H", "C", "H", "N", "H", "H", "H", "H", "H", "H", "H", "O", "N", "H", "H", "H", "O", "O", "C", "H", "H", "H", "C", "O", "H", "O", "H", "O"], "coordinates": [[18.503, 10.304, 14.078], [13.203, 13.534, 12.634], [8.470, 8.283, 10.423], [14.211, 9.942, 16.521], [16.488, 10.299, 17.084], [15.897, 6.662, 13.840], [14.376, 10.185, 17.488], [13.716, 8.660, 8.460], [9.009, 8.288, 12.096], [18.315, 12.045, 12.221], [16.011, 7.708, 14.126], [8.900, 7.663, 11.210], [11.017, 7.739, 10.687], [16.852, 6.197, 16.154], [7.938, 6.675, 11.464], [11.281, 11.851, 10.805], [8.144, 6.271, 12.311], [7.192, 10.941, 14.587], [16.745, 10.856, 11.559], [14.980, 14.239, 14.112], [9.338, 10.904, 14.995], [9.762, 6.134, 15.889], [19.272, 11.972, 12.240], [10.274, 6.952, 10.813], [6.424, 10.312, 14.400], [12.291, 7.901, 17.236], [11.446, 11.511, 8.669], [9.348, 7.297, 14.394], [14.848, 15.237, 11.236], [18.341, 10.141, 11.340], [10.191, 6.364, 9.899], [10.304, 5.198, 16.023], [13.652, 10.264, 18.187], [8.190, 7.549, 16.949], [16.295, 5.447, 16.377], [8.271, 10.232, 14.699], [12.844, 9.316, 13.631], [11.865, 11.275, 9.784], [13.566, 10.173, 9.570], [12.975, 7.075, 17.431], [13.263, 8.634, 12.473], [12.777, 7.308, 19.887], [12.675, 6.426, 18.779], [14.400, 13.224, 11.347], [14.606, 8.140, 10.569], [16.107, 6.921, 7.718], [11.509, 8.965, 13.965], [14.791, 8.117, 8.650], [17.258, 5.079, 14.380], [16.593, 13.889, 12.817], [13.008, 10.776, 10.158], [17.652, 10.082, 13.434], [10.631, 12.595, 10.597], [14.929, 6.301, 14.187], [9.473, 6.353, 14.514], [7.103, 11.893, 14.912], [15.509, 5.596, 12.218], [13.021, 10.509, 11.132], [14.182, 15.150, 11.921], [12.764, 10.711, 13.307], [15.317, 13.543, 13.343], [17.994, 6.521, 14.483], [15.572, 10.405, 17.900], [13.306, 5.546, 18.907], [16.302, 10.321, 16.091], [8.614, 5.686, 17.668], [8.463, 6.179, 16.708], [13.668, 7.430, 20.225], [13.791, 8.992, 14.646], [7.936, 8.036, 16.161], [14.203, 13.770, 12.269], [17.228, 13.170, 12.855], [15.476, 7.702, 7.607], [15.362, 12.526, 13.731], [14.035, 7.326, 17.397], [11.886, 11.754, 11.608], [10.587, 6.682, 12.755], [12.690, 6.952, 15.570], [11.728, 5.907, 18.634], [17.536, 9.027, 13.189], [10.667, 6.165, 11.950], [15.149, 7.746, 9.813], [10.181, 10.349, 14.969], [7.563, 5.715, 16.302], [15.679, 6.915, 10.032], [16.493, 10.378, 14.216], [12.727, 6.318, 16.289], [17.727, 10.734, 12.018], [17.461, 10.327, 17.351], [14.956, 7.714, 6.742], [15.822, 9.738, 13.969], [17.026, 6.085, 14.730], [16.047, 6.347, 12.478], [10.458, 6.925, 16.167], [8.332, 9.021, 14.458], [9.240, 11.904, 14.892], [15.774, 10.616, 19.064]], "lowdin_charge": [0.129, 0.102, 0.113, 0.074, 0.205, -0.241, 0.194, 0.029, 0.092, -0.098, 0.085, -0.229, 0.095, -0.053, -0.078, 0.156, 0.065, 0.181, 0.128, 0.110, 0.204, -0.214, 0.100, -0.183, 0.127, 0.119, 0.014, 0.029, 0.076, 0.116, 0.112, 0.114, 0.125, -0.086, 0.080, -0.743, 0.634, -0.778, 0.064, -0.272, -0.324, -0.047, -0.238, 0.108, 0.092, 0.101, -0.317, -0.778, 0.108, -0.079, 0.183, -0.186, 0.117, 0.123, -0.081, 0.119, 0.096, 0.050, -0.079, -0.344, -0.216, 0.110, -0.891, 0.113, 0.077, 0.106, -0.219, 0.090, -0.341, 0.038, -0.239, 0.013, 0.161, 0.095, 0.111, 0.054, 0.029, 0.056, 0.114, 0.100, -0.097, 0.202, 0.095, 0.115, 0.105, -0.096, -0.089, -0.150, 0.134, 0.116, 0.044, -0.240, -0.058, 0.100, -0.001, 0.120, 0.016], "fmax_ha_per_bohr": 0.1839, "charge": -1, "e_homo_ev": -6.610, "multiplicity": 1}